Below is a single C5H10O2 molecule, with properties calculated with the ωB97M-V functional and the def2-TZVPD basis.

Its multiplicity is 1. As for the orbital gap: 10.7 eV. For the energy above the lowest of the compared OMol25 structures with the same formula, charge and spin, the calculation gives 38.9 kcal/mol. As for the total energy: -346.9634 hartree. The calculation puts the LUMO energy at 1.013 eV.

Structure (XYZ):
```
17
C5H10O2 (the ωB97M-V functional and the def2-TZVPD basis)
C 2.39644 -0.76854 -0.30247
C 1.09911 -0.81865 0.48660
O 0.41457 0.41890 0.33929
C -0.98754 0.28110 0.32846
C -1.61281 1.66624 0.42302
C -1.42503 -0.36662 -0.98012
O -2.38681 -1.08452 -1.09784
H 3.14579 -0.14780 0.19603
H 2.81028 -1.77343 -0.43273
H 2.20614 -0.34523 -1.29246
H 0.46737 -1.64369 0.12464
H 1.29023 -1.00733 1.55357
H -1.33950 -0.34797 1.15970
H -2.70433 1.58678 0.42038
H -1.28985 2.15506 1.34583
H -1.30190 2.28738 -0.42386
H -0.78214 -0.09168 -1.84806
```

***

Below is a 2-piece molecular cluster, C5H10O2 overall, with properties calculated with the ωB97M-V functional and the def2-TZVPD basis.

Its multiplicity is 1. As for the orbital gap: 9.7 eV. For the energy above the lowest of the compared OMol25 structures with the same formula, charge and spin, the calculation gives 42.2 kcal/mol. As for the total energy: -346.9581 hartree. The calculation puts the LUMO energy at 0.924 eV.

Structure (XYZ):
```
17
C5H10O2 (the ωB97M-V functional and the def2-TZVPD basis)
C -1.52777 -0.10198 -0.61637
C -1.16216 0.21590 0.63223
C -1.30029 1.58397 1.22697
O -0.65442 -0.63978 1.55220
H -1.53066 -1.12373 -0.98672
H -1.91045 0.66959 -1.27617
H -0.34586 1.91680 1.64911
H -2.01924 1.53440 2.05175
H -1.65077 2.31204 0.49283
H -0.29586 -1.43405 1.12400
C 2.04626 -0.11346 -0.85114
C 1.38788 -1.46324 -0.82068
O 1.22270 -2.11613 0.18858
H 1.71623 0.46073 -1.72053
H 3.13194 -0.25691 -0.92274
H 1.83209 0.43021 0.07278
H 1.06037 -1.87438 -1.79610
```

***

Below is a single C5H10O2 molecule, with properties calculated with the ωB97M-V functional and the def2-TZVPD basis.

Its multiplicity is 1. As for the orbital gap: 10.4 eV. For the energy above the lowest of the compared OMol25 structures with the same formula, charge and spin, the calculation gives 68.9 kcal/mol. As for the total energy: -346.9156 hartree. The calculation puts the LUMO energy at 1.038 eV.

Structure (XYZ):
```
17
C5H10O2 (the ωB97M-V functional and the def2-TZVPD basis)
O 2.94574 -0.02494 -1.01924
C 2.38586 -0.14688 0.26927
C 0.90394 -0.40493 0.22908
O 0.27788 0.81199 -0.08716
C -1.08161 0.71035 -0.34546
C -1.81721 -0.64206 -0.26817
C -2.23708 0.51950 0.58374
H 2.46511 0.67835 -1.47460
H 2.55587 0.75523 0.87171
H 2.88635 -0.98748 0.75391
H 0.67590 -1.16238 -0.53235
H 0.53267 -0.75934 1.19664
H -1.30467 1.50066 -1.06659
H -1.39516 -1.47443 0.30824
H -2.38785 -1.01195 -1.11062
H -2.15698 0.44864 1.66000
H -3.10089 1.05298 0.20853
```